1.
ORCA calculation (ωB97M-V/def2-TZVPD) on one molecule with the formula C11H22N6O4 in a non-equilibrium geometry.

Computed properties:
HOMO level in eV: -8.979
Energy relative to the best compared isomer or geometry (same formula, charge and spin) in kcal per mole: 48.4
SMILES string: [H]/N=C(\N)NCCC[C@H](N)C(=O)N[C@@H](CCC(N)=O)C(=O)O

The geometry in XYZ format:
```
43
Properties=species:S:1:pos:R:3:forces:R:3
C -0.7714 0.0181 -0.6709 -2.144 -0.643 -2.474
C 0.5105 0.7262 -0.3970 0.311 -1.661 0.653
C -1.9247 0.8674 -0.1603 1.560 1.246 1.336
C -3.3739 0.6676 -0.5009 -1.019 1.087 -0.514
C -3.8958 -0.7382 -0.6485 1.316 0.601 -2.982
C -4.3988 -2.6959 0.6341 -0.840 1.143 1.187
C 2.8592 0.4046 -0.7456 -0.881 0.845 2.762
C 3.7586 -0.4248 -1.5182 0.725 -1.680 -0.760
C 3.3937 0.6831 0.7077 1.900 1.290 -0.977
C 4.4525 1.8897 0.6474 -0.486 -0.485 0.651
C 4.0663 2.9087 1.7373 -1.823 0.544 -1.237
H -0.1745 -1.5524 0.5908 0.329 0.332 -0.175
H -1.6596 -1.6590 0.1799 -1.827 -0.184 0.208
H -0.7576 -0.0764 -1.8317 -0.326 0.376 1.521
H -1.6126 1.9503 -0.3386 -0.647 -1.332 0.325
H -1.7665 0.6778 0.9279 -0.501 0.574 -0.317
H -3.9501 1.1671 0.3101 0.208 -0.119 -0.540
H -3.6643 1.2004 -1.4387 0.502 -0.202 0.587
H -4.7308 -0.7013 -1.3729 0.155 -0.102 0.017
H -3.0587 -1.3457 -1.1603 -1.609 0.647 0.881
H -4.9929 -0.9154 1.1415 -0.269 0.817 0.108
H -5.1794 -4.1609 1.4332 0.050 -0.297 0.468
H -4.4467 -3.6038 -1.1627 0.940 0.095 0.653
H -3.3533 -4.2654 -0.0292 -0.523 0.313 -0.429
H 1.3043 -1.0081 -1.1486 0.197 0.527 0.266
H 2.8463 1.3456 -1.2872 -0.335 0.466 0.047
H 2.6407 1.0809 1.3752 -0.437 -0.807 -0.364
H 3.8267 -0.2078 1.1631 -0.025 -0.058 -0.164
H 4.3550 2.3423 -0.3526 0.033 0.227 0.533
H 5.5215 1.6746 0.7729 -0.460 -0.401 0.050
H 2.0125 2.6999 1.1890 0.270 0.321 -0.030
H 2.3586 3.9256 2.3396 0.324 -0.105 0.049
H 5.6000 -0.6022 -1.9898 -0.306 -0.126 -0.072
N -0.7983 -1.3866 -0.1940 2.048 0.431 -0.054
N -4.2855 -1.3011 0.5547 0.484 -3.229 1.308
N -5.0545 -3.1748 1.6308 0.370 -0.066 -0.881
N -3.7647 -3.4039 -0.4037 -0.199 -0.912 -0.498
N 1.5198 -0.1476 -0.6337 1.203 0.281 -1.060
N 2.7033 3.1724 1.7646 0.162 -0.080 0.026
O 0.6351 1.8479 0.0533 0.254 0.288 -0.357
O 3.4049 -1.3855 -2.1450 -0.130 -0.457 -0.357
O 4.8158 3.5298 2.4411 1.017 -0.028 0.406
O 5.0294 -0.0234 -1.4637 0.422 0.522 0.200
```
Forces are in eV/Å.



2.
ORCA calculation (ωB97M-V/def2-TZVPD) on one molecule with the formula C7H8N2 in a non-equilibrium geometry.

Computed properties:
HOMO level in eV: -8.584
Energy relative to the best compared isomer or geometry (same formula, charge and spin) in kcal per mole: 37.3
SMILES string: C=C1C=C[C@H]2CN=CN12

The geometry in XYZ format:
```
17
Properties=species:S:1:pos:R:3:forces:R:3
C -1.3413 0.9042 2.0661 -2.895 1.065 0.112
C -0.8463 0.3084 1.0212 1.153 -1.566 -1.442
C -1.6050 -0.4475 0.0143 -1.734 -0.711 -1.020
C -0.7761 -1.0929 -0.7845 0.836 -1.220 -0.849
C 0.6508 -0.9258 -0.3288 0.555 -0.511 -1.129
C 1.5469 -0.2725 -1.4104 -0.360 -1.282 -1.243
C 1.2034 1.2773 0.1022 0.395 -0.061 0.224
H -2.4775 1.0987 1.8727 2.127 -0.370 1.396
H -0.7712 1.2107 2.9254 -0.110 0.471 -0.012
H -2.6953 -0.7051 -0.1170 1.108 1.211 0.662
H -1.0109 -1.7019 -1.6857 -0.018 0.337 1.035
H 1.1222 -1.8800 0.0789 -0.750 1.085 -0.384
H 1.0319 -0.3528 -2.4288 0.381 1.014 1.201
H 2.3886 -0.9031 -1.6226 0.970 -0.034 0.328
H 1.1323 2.2966 0.5963 0.074 -1.627 -0.406
N 1.8982 1.0649 -0.9443 -0.961 0.374 -0.245
N 0.5493 0.1207 0.6449 -0.772 1.825 1.771
```
Forces are in eV/Å.



3.
ORCA calculation (ωB97M-V/def2-TZVPD) on C3Li2O3Sm as an isolated structure in a non-equilibrium geometry.

Computed properties:
HOMO level (alpha / beta) in eV: -14.676 / -14.697
2S+1: 7
<S²>: 12.008
Energy relative to the best compared isomer or geometry (same formula, charge and spin) in kcal per mole: 43.3
Net charge: +2

The geometry in XYZ format:
```
9
Properties=species:S:1:pos:R:3:forces:R:3
O 0.7056 2.3653 1.0554 1.110 -0.567 -0.197
C 1.0082 1.6207 0.1546 -2.982 0.796 0.722
O 1.1421 1.6113 -1.0460 0.723 -1.157 0.371
Li 0.5703 -0.0505 -1.9366 0.185 0.395 0.790
Li -0.2970 1.1983 2.4680 0.648 0.087 -0.693
C 0.3301 -0.1437 0.8075 0.090 -0.065 0.133
C -0.2839 -1.0767 0.2774 0.969 1.909 -0.697
O -0.8090 -1.7579 -0.6647 -2.068 -3.025 -0.951
Sm -2.3663 -3.7667 -1.1156 1.324 1.626 0.522
```
Forces are in eV/Å.